(1)
Molecular formula: C28H43BrN2P2PbS
Method: DFT, ωB97M-V with the def2-TZVPD basis set

Positions of all 78 atoms, in Å:
N  -4.484  5.948  -2.801
C  -4.020  6.096  -1.555
C  -2.990  5.307  -1.029
C  -2.501  4.235  -1.815
C  -2.956  4.121  -3.141
C  -3.974  4.987  -3.580
C  -1.607  3.235  -1.199
Pb  0.623  3.133  -1.179
P  4.402  0.817  0.073
C  -1.119  2.100  -1.976
C  -0.896  0.795  -1.366
C  -0.226  -0.221  -2.095
C  -0.019  -1.461  -1.578
C  -0.362  -1.776  -0.161
C  -1.227  -0.756  0.468
C  -1.366  0.493  -0.073
Br  1.334  -1.767  0.857
H  -1.666  3.164  -0.101
H  -1.056  2.182  -3.070
H  -2.589  5.512  -0.038
H  -2.576  3.356  -3.822
H  -4.476  6.890  -0.946
H  -4.379  4.878  -4.591
H  0.157  0.046  -3.090
H  -1.770  1.316  0.520
H  0.603  -2.177  -2.109
H  -1.611  -0.976  1.463
P  -1.109  -3.482  0.025
C  3.218  2.044  0.709
C  3.859  3.422  0.869
H  2.715  1.711  1.623
H  2.488  2.000  -0.105
H  3.151  4.133  1.319
H  4.746  3.375  1.526
H  4.178  3.816  -0.108
C  3.500  -0.095  -1.258
C  4.210  -1.378  -1.697
H  3.380  0.597  -2.108
H  2.497  -0.340  -0.880
H  3.740  -1.769  -2.607
H  5.270  -1.195  -1.918
H  4.140  -2.163  -0.933
C  4.340  -0.394  1.486
C  5.587  -0.395  2.367
H  4.165  -1.400  1.085
H  3.464  -0.149  2.100
H  5.455  -1.124  3.179
H  6.476  -0.680  1.794
H  5.755  0.590  2.816
C  -1.023  -3.944  1.765
C  -1.429  -5.379  2.100
H  -1.637  -3.229  2.330
H  0.020  -3.766  2.068
H  -2.504  -5.543  1.959
H  -0.874  -6.116  1.508
H  -1.202  -5.570  3.157
C  -0.125  -4.579  -0.995
C  -0.573  -4.640  -2.453
H  -0.199  -5.564  -0.513
H  0.926  -4.272  -0.910
H  -1.576  -5.077  -2.534
H  -0.584  -3.660  -2.939
H  0.118  -5.278  -3.012
C  -2.811  -3.350  -0.558
C  -3.816  -2.807  0.460
H  -3.096  -4.359  -0.901
H  -2.779  -2.694  -1.451
H  -3.772  -1.711  0.530
H  -4.828  -3.085  0.138
H  -3.666  -3.214  1.470
S  -0.198  1.846  4.465
C  -1.459  3.050  4.463
C  -1.825  3.341  3.157
N  -1.108  2.645  2.197
C  -0.261  1.792  2.735
H  -1.906  3.474  5.351
H  -2.612  4.034  2.874
H  0.327  1.052  2.186

The calculation puts the HOMO-LUMO gap (spin up / spin down) at 4.924 / 4.924 eV. For the lowest unoccupied orbital energy (spin up / spin down), the calculation gives -0.286 / -0.286 Ha. The charge is +2. The calculation puts the energy above the lowest of the compared OMol25 structures with the same formula, charge and spin at 0.000 eV. Its HOMO energy (spin up / spin down) is -12.7 / -12.7 eV.

=====

(2)
Molecular formula: C28H43F9HfOP2
Method: DFT, ωB97M-V with the def2-TZVPD basis set

Positions of all 84 atoms, in Å:
Hf  -0.962  0.100  -0.118
C  0.567  -0.185  1.716
C  1.657  0.232  0.863
C  0.031  1.886  0.776
C  -0.378  0.931  1.802
C  1.298  1.451  0.231
C  0.650  -1.263  2.747
H  1.428  -2.002  2.512
H  -0.310  -1.794  2.841
H  0.881  -0.838  3.738
C  -1.527  1.048  2.754
H  -2.087  0.105  2.861
H  -2.219  1.834  2.418
H  -1.177  1.308  3.772
C  -0.696  3.128  0.414
H  -0.377  3.908  1.125
H  -1.783  2.994  0.502
H  -0.474  3.444  -0.616
C  2.231  2.347  -0.514
H  2.821  2.982  0.172
H  1.681  3.020  -1.179
H  2.947  1.804  -1.145
C  3.045  -0.296  0.969
H  3.610  0.179  1.793
H  3.631  -0.136  0.055
H  3.064  -1.377  1.161
C  -0.041  -2.386  -1.706
C  1.291  -2.301  -1.423
C  2.353  -1.720  -2.283
C  2.027  -0.904  -3.570
C  1.395  0.442  -3.480
C  0.090  0.682  -3.210
C  -1.038  -0.337  -3.063
C  -0.721  -1.851  -2.929
H  2.953  -2.583  -2.657
H  1.452  -1.560  -4.243
H  3.053  -1.163  -1.639
H  -0.156  -2.182  -3.836
H  -0.628  -3.191  -1.227
H  1.546  -2.409  -0.337
H  -1.701  -2.375  -2.971
H  -1.825  -0.023  -2.318
H  -0.229  1.695  -2.912
H  -1.730  -0.289  -3.963
H  3.005  -0.740  -4.067
H  2.033  1.319  -3.639
P  -0.944  -1.932  -5.885
P  -1.000  1.233  -5.837
C  -0.955  -1.074  -7.535
C  -1.510  0.353  -7.421
H  -1.601  -1.674  -8.198
H  0.085  -1.094  -7.909
H  -1.114  0.987  -8.235
H  -2.619  0.366  -7.435
C  -1.730  2.883  -6.234
H  -1.246  3.622  -5.573
H  -2.814  2.839  -6.032
H  -1.534  3.114  -7.295
C  0.737  1.581  -6.365
H  0.751  1.727  -7.454
H  1.401  0.752  -6.086
H  1.076  2.496  -5.855
C  -2.636  -2.630  -5.888
H  -2.918  -2.958  -4.877
H  -2.641  -3.485  -6.577
H  -3.348  -1.866  -6.227
C  0.117  -3.371  -6.317
H  0.782  -3.077  -7.144
H  -0.532  -4.209  -6.619
H  0.723  -3.656  -5.445
F  -4.951  -0.796  -0.608
C  -4.394  -2.031  -0.613
F  -5.382  -2.950  -0.494
F  -3.820  -2.199  -1.837
C  -3.338  -2.095  0.479
O  -2.387  -1.101  0.194
C  -3.998  -1.676  1.794
F  -5.188  -2.268  2.041
F  -3.165  -1.952  2.842
F  -4.195  -0.332  1.796
C  -2.762  -3.518  0.646
F  -3.568  -4.305  1.399
F  -2.580  -4.143  -0.555
F  -1.541  -3.458  1.253

The calculation puts the HOMO-LUMO gap at 4.189 eV. For the lowest unoccupied orbital energy, the calculation gives -0.297 Ha. The charge is +2. The calculation puts the energy above the lowest of the compared OMol25 structures with the same formula, charge and spin at 0.000 eV. Its HOMO energy is -12.3 eV.

=====

(3)
Molecular formula: C28H43F9OP2Re
Method: DFT, ωB97M-V with the def2-TZVPD basis set

Positions of all 84 atoms, in Å:
Re  0.822  0.604  1.504
C  1.132  0.379  3.593
C  2.265  1.010  2.959
C  0.398  2.356  2.579
C  -0.020  1.226  3.363
C  1.820  2.235  2.356
C  1.199  -0.793  4.505
H  2.098  -1.398  4.335
H  0.310  -1.436  4.387
H  1.224  -0.462  5.555
C  -1.362  1.111  3.987
H  -1.377  0.342  4.765
H  -2.113  0.843  3.245
H  -1.653  2.082  4.404
C  -0.453  3.549  2.275
H  -0.400  4.297  3.079
H  -1.501  3.245  2.168
H  -0.099  4.027  1.355
C  2.708  3.297  1.787
H  3.006  4.040  2.545
H  2.173  3.843  1.004
H  3.617  2.848  1.378
C  3.682  0.535  3.083
H  4.185  1.004  3.933
H  4.251  0.789  2.189
H  3.722  -0.547  3.226
C  -0.495  -1.152  0.633
C  0.595  -1.782  1.271
C  1.894  -2.220  0.675
C  2.416  -1.331  -0.461
C  2.255  0.160  -0.226
C  1.143  0.944  -0.661
C  -0.082  0.415  -1.357
C  -0.561  -0.964  -0.861
H  1.822  -3.278  0.359
H  1.972  -1.604  -1.417
H  2.624  -2.227  1.499
H  0.001  -1.788  -1.323
H  -1.450  -1.297  1.158
H  0.314  -2.284  2.205
H  -1.613  -1.126  -1.152
H  -0.915  1.121  -1.232
H  1.370  2.001  -0.854
H  0.126  0.428  -2.454
H  3.490  -1.517  -0.590
H  3.193  0.720  -0.091
P  -0.332  -0.591  -4.234
P  -0.133  2.384  -5.416
C  -0.429  -0.355  -6.089
C  -0.942  1.035  -6.458
H  -1.095  -1.135  -6.488
H  0.573  -0.529  -6.504
H  -0.760  1.263  -7.516
H  -2.016  1.118  -6.270
C  -0.994  3.726  -6.340
H  -0.663  4.691  -5.942
H  -2.076  3.649  -6.168
H  -0.794  3.676  -7.416
C  1.477  2.479  -6.321
H  1.367  2.461  -7.410
H  2.130  1.657  -6.008
H  1.976  3.409  -6.022
C  -1.967  -1.375  -3.897
H  -2.051  -1.600  -2.826
H  -2.072  -2.306  -4.466
H  -2.780  -0.674  -4.148
C  0.858  -1.986  -4.155
H  1.819  -1.638  -4.568
H  0.485  -2.845  -4.733
H  1.011  -2.282  -3.106
F  -1.813  -4.112  2.438
C  -2.196  -3.914  3.727
F  -3.290  -4.691  3.955
F  -1.187  -4.361  4.517
C  -2.473  -2.345  4.003
O  -1.448  -1.653  3.629
C  -3.759  -1.843  3.160
F  -4.914  -2.451  3.521
F  -3.934  -0.499  3.318
F  -3.578  -2.052  1.826
C  -2.851  -2.184  5.571
F  -3.888  -2.987  5.928
F  -1.790  -2.485  6.367
F  -3.203  -0.901  5.863

Its spin multiplicity is 4. The calculation puts the HOMO-LUMO gap (spin up / spin down) at 7.185 / 4.353 eV. For the lowest unoccupied orbital energy (spin up / spin down), the calculation gives -0.251 / -0.324 Ha. The charge is +2. The calculation puts the energy above the lowest of the compared OMol25 structures with the same formula, charge and spin at 0.000 eV. Its HOMO energy (spin up / spin down) is -14.0 / -13.2 eV.

=====

(4)
Molecular formula: C28H43IO6
Method: DFT, ωB97M-V with the def2-TZVPD basis set

Positions of all 78 atoms, in Å:
C  2.262  -0.519  -2.534
C  2.136  -1.907  -2.233
C  2.477  -3.434  -1.649
C  3.364  -3.421  -0.270
C  2.590  -3.986  1.060
C  0.987  -3.648  1.130
C  0.502  -2.221  1.180
I  1.774  -0.441  1.228
C  -1.129  -1.984  1.202
O  -1.718  -0.905  1.783
C  -2.124  -3.109  0.467
C  -3.544  -2.537  -0.122
C  -3.848  -2.913  -1.689
C  -4.790  -2.951  0.912
C  -5.815  -1.645  0.919
C  -1.663  -4.525  0.444
C  -2.593  -5.707  -0.211
C  -0.187  -4.840  1.153
O  0.032  -6.031  1.771
H  2.128  0.617  -2.844
H  3.162  -3.945  -2.482
H  1.483  -4.049  -1.596
H  3.830  -2.354  -0.013
H  4.308  -4.133  -0.431
H  3.149  -3.604  2.023
H  2.687  -5.171  1.060
H  -3.504  -1.345  -0.070
H  -4.657  -3.783  -1.775
H  -2.912  -3.267  -2.305
H  -4.299  -1.990  -2.278
H  -5.308  -3.953  0.602
H  -4.345  -3.000  2.019
H  -6.622  -1.686  1.771
H  -5.199  -0.640  1.105
H  -6.274  -1.562  -0.160
H  -2.416  -5.673  -1.389
H  -2.307  -6.793  0.132
H  -3.717  -5.423  -0.046
C  -0.445  3.879  -1.092
C  -1.298  2.696  -0.716
C  -0.936  1.951  0.541
O  -2.254  2.352  -1.409
H  -0.824  4.318  -2.021
H  -0.490  4.634  -0.304
H  0.586  3.556  -1.253
H  -1.002  2.621  1.402
H  0.074  1.543  0.453
H  -1.637  1.123  0.687
C  0.666  2.695  4.067
C  1.948  3.112  3.398
C  3.050  3.639  4.278
O  2.091  3.024  2.179
H  -0.038  2.335  3.309
H  0.862  1.886  4.775
H  0.220  3.550  4.580
H  3.352  2.872  4.995
H  2.710  4.537  4.801
H  3.915  3.901  3.659
C  -2.845  5.428  -5.810
C  -3.698  4.246  -5.434
C  -3.336  3.501  -4.177
O  -4.654  3.902  -6.127
H  -3.224  5.868  -6.739
H  -2.890  6.184  -5.022
H  -1.814  5.106  -5.971
H  -3.402  4.171  -3.316
H  -2.326  3.093  -4.265
H  -4.037  2.673  -4.031
C  7.561  1.918  1.515
C  6.553  0.837  1.802
C  5.097  1.215  1.751
O  6.906  -0.310  2.068
H  8.571  1.501  1.588
H  7.413  2.304  0.503
H  7.461  2.723  2.248
H  4.840  1.570  0.750
H  4.887  1.988  2.494
H  4.486  0.335  1.979

The calculation puts the HOMO-LUMO gap at 7.400 eV. For the lowest unoccupied orbital energy, the calculation gives -0.060 Ha. The charge is 0. Its HOMO energy is -9.0 eV.

=====

(5)
Molecular formula: C28H43MnN4O6SbSi3
Method: DFT, ωB97M-V with the def2-TZVPD basis set

Positions of all 86 atoms, in Å:
Mn  -0.475  0.288  0.531
O  -4.348  0.290  1.974
C  -3.053  0.088  1.753
O  -2.617  -0.256  0.672
C  -2.173  0.230  2.919
C  -2.613  0.418  4.215
C  -1.658  0.406  5.224
C  -0.340  0.164  4.897
C  0.015  -0.030  3.564
N  -0.886  0.049  2.588
C  1.450  -0.411  3.172
O  2.288  -0.382  4.068
O  1.573  -0.729  1.956
H  -4.824  0.144  1.143
H  -3.663  0.554  4.425
H  -1.956  0.559  6.253
H  0.453  0.101  5.629
O  -0.733  0.927  -1.383
N  -1.234  2.106  -1.444
N  -1.484  2.641  -0.320
O  -1.228  2.049  0.835
C  -1.982  3.978  -0.278
C  -2.546  4.550  -1.412
C  -2.993  5.859  -1.340
C  -2.883  6.578  -0.157
C  -2.322  5.985  0.963
C  -1.865  4.677  0.913
H  -2.626  3.980  -2.324
H  -3.434  6.317  -2.215
H  -3.237  7.599  -0.111
H  -2.229  6.545  1.885
H  -1.404  4.201  1.765
C  -0.569  -4.589  1.644
Si  0.883  -4.243  0.503
C  2.441  -3.907  1.492
C  1.163  -5.718  -0.625
Sb  0.338  -2.096  -0.750
Si  2.544  -1.594  -1.911
C  3.835  -1.156  -0.606
C  3.140  -3.077  -2.910
C  2.258  -0.128  -3.071
Si  -1.207  -2.731  -2.672
C  -1.076  -1.401  -3.993
C  -2.937  -2.714  -1.930
C  -0.921  -4.408  -3.475
H  -0.339  -5.425  2.308
H  -1.469  -4.845  1.080
H  -0.796  -3.716  2.259
H  2.520  -4.613  2.324
H  2.452  -2.895  1.898
H  3.331  -4.033  0.871
H  1.202  -6.633  -0.027
H  2.109  -5.630  -1.161
H  0.371  -5.839  -1.364
H  3.424  -1.123  0.404
H  4.281  -0.183  -0.824
H  4.639  -1.894  -0.620
H  3.547  -3.846  -2.250
H  3.939  -2.770  -3.591
H  2.347  -3.530  -3.507
H  1.358  0.442  -2.831
H  2.152  -0.472  -4.102
H  3.117  0.548  -3.040
H  -1.117  -0.401  -3.560
H  -1.907  -1.518  -4.695
H  -0.148  -1.489  -4.562
H  -3.118  -1.782  -1.391
H  -3.070  -3.538  -1.224
H  -3.695  -2.816  -2.711
H  0.116  -4.574  -3.770
H  -1.537  -4.469  -4.377
H  -1.221  -5.227  -2.820
N  1.412  1.316  0.325
C  1.522  2.718  0.522
C  1.669  3.216  1.814
C  1.732  4.582  2.026
C  1.645  5.466  0.958
C  1.506  4.967  -0.328
C  1.449  3.599  -0.550
H  1.956  0.767  0.992
H  1.694  1.049  -0.613
H  1.737  2.525  2.647
H  1.854  4.959  3.034
H  1.690  6.534  1.125
H  1.439  5.647  -1.168
H  1.344  3.210  -1.556

Its spin multiplicity is 2. The calculation puts the HOMO-LUMO gap (spin up / spin down) at 7.424 / 7.319 eV. For the lowest unoccupied orbital energy (spin up / spin down), the calculation gives -0.013 / -0.013 Ha. The charge is 0. The calculation puts the energy above the lowest of the compared OMol25 structures with the same formula, charge and spin at 0.596 eV. Its HOMO energy (spin up / spin down) is -7.8 / -7.7 eV.

=====

(6)
Molecular formula: C28H44AsN4O4S3
Method: DFT, ωB97M-V with the def2-TZVPD basis set

Positions of all 84 atoms, in Å:
O  1.418  -1.755  -1.012
C  0.784  -1.490  -0.004
C  0.584  -0.123  0.564
As  -0.897  0.917  -0.479
C  -1.441  1.839  1.224
C  -2.916  2.261  1.317
C  -3.160  2.874  2.749
S  -2.626  4.617  2.870
C  -3.868  5.600  2.074
S  -5.457  5.576  2.396
N  -3.379  6.506  1.065
C  -3.461  6.380  -0.291
C  -2.805  7.519  -0.735
N  -2.355  8.271  0.311
C  -2.720  7.637  1.402
C  -2.234  1.924  -1.630
C  -3.612  1.254  -1.791
C  -4.548  2.265  -2.611
C  -5.909  2.335  -1.916
C  -6.783  1.261  -2.119
C  -8.035  1.199  -1.531
C  -8.436  2.243  -0.693
C  -7.570  3.301  -0.489
C  -6.309  3.372  -1.079
N  0.514  2.383  -0.885
C  1.241  2.074  -1.778
S  2.219  1.426  -2.901
C  -2.119  -0.679  -0.158
O  -2.681  -0.872  0.960
O  -2.274  -1.512  -1.087
H  0.275  -2.329  0.542
H  0.342  -0.256  1.634
H  1.564  0.395  0.538
H  -0.404  0.192  -1.765
H  -0.837  2.769  1.296
H  -1.203  1.275  2.140
H  -3.218  3.056  0.617
H  -3.638  1.436  1.243
H  -4.252  2.855  2.904
H  -2.643  2.238  3.479
H  -3.918  5.566  -0.839
H  -2.670  7.748  -1.790
H  -2.483  7.987  2.402
H  -2.294  2.987  -1.318
H  -1.787  1.964  -2.644
H  -4.146  1.070  -0.852
H  -3.568  0.350  -2.411
H  -4.095  3.264  -2.506
H  -4.682  1.961  -3.657
H  -6.454  0.434  -2.754
H  -8.642  0.313  -1.729
H  -9.418  2.172  -0.225
H  -7.910  4.084  0.196
H  -5.629  4.204  -0.888
C  4.709  -3.036  -1.273
C  5.507  -3.143  0.006
N  4.931  -4.113  1.023
C  3.542  -3.633  1.383
C  5.718  -4.033  2.315
C  7.170  -4.476  2.270
C  4.758  -5.534  0.510
C  5.965  -6.237  -0.092
O  6.448  -5.556  -1.230
C  7.830  -5.770  -1.484
H  3.716  -2.620  -1.101
H  5.221  -2.359  -1.957
H  4.598  -3.989  -1.786
H  5.536  -2.167  0.496
H  6.534  -3.429  -0.195
H  3.608  -2.594  1.698
H  3.165  -4.253  2.195
H  2.892  -3.730  0.518
H  5.175  -4.628  3.051
H  5.669  -2.990  2.625
H  7.263  -5.554  2.386
H  7.698  -4.045  3.122
H  7.700  -4.163  1.372
H  3.973  -5.480  -0.243
H  4.383  -6.113  1.354
H  5.638  -7.234  -0.413
H  6.754  -6.392  0.643
H  8.206  -6.679  -1.011
H  8.397  -4.907  -1.120
H  7.972  -5.843  -2.561

The calculation puts the HOMO-LUMO gap at 3.447 eV. For the lowest unoccupied orbital energy, the calculation gives 0.027 Ha. The charge is -1. Its HOMO energy is -2.7 eV.